Below is an isolated molecule of C21H25N3O4S, with properties calculated with ωB97M-V/def2-TZVPD.

The SMILES is CC(=O)N1CCc2cc(S(=O)(=O)NCCC(=O)NCCc3ccccc3)ccc21. The orbital gap is 9.13 eV. As for the relative energy (zero: lowest compared OMol25 entry of this formula, charge and spin): 0.580 eV. Its net charge is 0. As for the total energy: -45679.6673 eV.

Last column: Mulliken charge in e.
Element x y z (Å)
C: -5.38253 -2.60262 -0.48106  -1.3295
C: -4.44929 -1.53115 0.03277  0.8336
O: -4.51482 -1.09836 1.16338  -0.6271
N: -3.52448 -1.08759 -0.87101  0.1774
C: -2.56848 -0.10377 -0.63162  -0.0534
C: -2.35339 0.64033 0.51945  -1.1128
C: -1.28226 1.52531 0.53005  -0.5524
C: -0.48092 1.67285 -0.58507  -0.0346
C: -0.73073 0.97631 -1.75766  -0.4802
C: -1.77004 0.07743 -1.76598  1.1015
C: -2.19901 -0.85120 -2.85654  -0.7773
H: -1.37082 -1.51117 -3.11961  0.1822
H: -2.49123 -0.30544 -3.75376  0.3656
C: -3.38342 -1.60706 -2.23092  -0.9380
H: -4.30739 -1.43497 -2.79078  0.4110
H: -3.19786 -2.68423 -2.19945  0.4351
H: -0.12288 1.13095 -2.63167  0.4421
S: 0.94600 2.73199 -0.51067  1.2344
O: 1.04309 3.32193 0.79338  -0.7143
O: 0.97463 3.57882 -1.66858  -0.6927
N: 2.20603 1.61566 -0.59734  -0.1999
H: 2.88486 1.80472 0.12307  0.3313
C: 2.76137 1.32815 -1.90188  -0.6292
H: 3.67348 1.90736 -2.08931  0.3990
H: 2.01761 1.64770 -2.63179  0.3014
C: 3.06941 -0.16594 -2.07810  -0.8695
C: 1.87968 -1.03987 -1.69982  0.6103
O: 1.06118 -1.44010 -2.50472  -0.6589
N: 1.84717 -1.35287 -0.39268  0.0996
H: 2.49941 -0.91316 0.23848  0.2334
C: 0.85019 -2.19989 0.21796  -1.0188
H: 1.31059 -3.16336 0.47232  0.3915
H: 0.06863 -2.36932 -0.52538  0.4003
C: 0.26975 -1.55870 1.48429  0.7606
C: 1.36604 -1.18748 2.44342  -0.6624
C: 1.97778 -2.15597 3.23085  -0.4952
C: 3.01716 -1.82102 4.08013  -0.6327
C: 3.46131 -0.51095 4.15118  -0.4501
C: 2.85723 0.46109 3.37217  -0.7955
C: 1.81669 0.12564 2.52197  0.4853
H: 1.34635 0.89336 1.92364  0.4811
H: 3.18909 1.48736 3.42769  0.4624
H: 4.27098 -0.24902 4.81601  0.3845
H: 3.48027 -2.58254 4.69043  0.3845
H: 1.63068 -3.17849 3.18288  0.4241
H: -0.29192 -0.66766 1.20897  -0.9276
H: -0.41463 -2.27117 1.94803  0.6382
H: 3.31110 -0.34715 -3.12554  0.4125
H: 3.92798 -0.43860 -1.46232  0.2987
H: -1.05394 2.10791 1.40848  0.4634
H: -2.98405 0.51447 1.38302  0.5068
H: -6.07421 -2.86318 0.31515  0.3595
H: -5.94496 -2.24335 -1.33995  0.3221
H: -4.82633 -3.49001 -0.77522  0.3187